No. 1
Below is 32 unconnected molecules or ions with the total composition C11H85FN2O35S in a non-equilibrium geometry, with properties calculated with ωB97M-V/def2-TZVPD.

- E_LUMO (eV) = -0.43
- HOMO-LUMO gap (Ha) = 0.3168

Positions of all 135 atoms, in Å:
C (2.24, -0.20, -0.83)
O (1.55, 0.98, -1.19)
C (0.18, 0.78, -1.47)
C (-0.23, 1.83, -2.52)
C (-0.36, 3.26, -1.96)
N (-1.76, 3.73, -1.74)
C (-2.48, 2.98, -0.67)
C (-3.56, 2.10, -1.35)
C (-4.38, 1.23, -0.39)
C (-4.52, -0.27, -0.74)
N (-3.97, -0.69, -2.04)
C (-3.47, -2.07, -2.06)
C (-4.87, -0.43, -3.11)
C (-4.32, 0.42, -4.25)
O (-6.01, -0.85, -3.14)
S (-1.62, 5.30, -1.20)
O (-2.90, 5.92, -0.99)
O (-0.79, 6.12, -2.05)
F (-0.84, 5.18, 0.19)
H (2.34, -0.25, 0.26)
H (1.73, -1.12, -1.14)
H (3.23, -0.20, -1.30)
H (-0.38, 0.88, -0.53)
H (-0.04, -0.22, -1.87)
H (-1.09, 1.51, -3.11)
H (0.62, 1.86, -3.21)
H (0.08, 3.93, -2.70)
H (0.26, 3.32, -1.06)
H (-3.05, 3.64, 0.00)
H (-1.80, 2.42, -0.03)
H (-3.05, 1.56, -2.15)
H (-4.23, 2.82, -1.84)
H (-4.01, 1.30, 0.63)
H (-5.39, 1.64, -0.35)
H (-4.08, -0.91, 0.03)
H (-5.58, -0.51, -0.74)
H (-3.21, -2.32, -3.09)
H (-4.16, -2.80, -1.63)
H (-2.52, -2.07, -1.52)
H (-4.70, 1.44, -4.16)
H (-3.24, 0.48, -4.15)
H (-4.52, -0.02, -5.23)
O (-1.66, -0.25, 1.49)
H (-0.96, 0.23, 1.96)
H (-1.56, -1.16, 1.78)
O (0.75, -0.12, 2.92)
H (1.44, 0.36, 3.38)
H (0.87, -1.04, 3.21)
O (4.99, 1.00, -2.52)
H (4.55, 1.86, -2.52)
H (5.78, 1.12, -3.06)
O (1.72, -2.73, 2.08)
H (1.52, -2.61, 1.14)
H (1.74, -3.68, 2.19)
O (0.01, -2.39, -3.16)
H (0.78, -2.85, -3.52)
H (-0.49, -2.13, -3.94)
O (4.58, -1.22, 0.96)
H (5.14, -0.65, 0.42)
H (4.81, -0.99, 1.87)
O (4.05, -3.96, 2.97)
H (4.12, -3.23, 2.33)
H (4.92, -4.00, 3.37)
O (5.23, -1.98, 5.03)
H (5.17, -1.97, 5.99)
H (4.41, -2.40, 4.75)
O (-3.83, 6.99, -3.52)
H (-3.89, 7.93, -3.74)
H (-3.50, 6.97, -2.62)
O (-8.71, 0.43, -1.49)
H (-7.97, -0.05, -1.87)
H (-9.25, 0.69, -2.25)
O (-6.89, 2.42, -3.26)
H (-6.65, 1.55, -2.92)
H (-7.64, 2.26, -3.83)
O (4.77, -3.26, 8.01)
H (4.71, -3.24, 8.97)
H (3.94, -3.68, 7.74)
O (3.16, -5.24, 9.26)
H (3.76, -5.10, 9.99)
H (3.59, -5.92, 8.73)
O (3.34, -4.16, 5.83)
H (3.13, -4.04, 4.89)
H (3.36, -5.11, 5.94)
O (-6.32, -2.64, 0.15)
H (-6.50, -2.52, -0.79)
H (-6.34, -3.60, 0.27)
O (7.72, 0.37, -2.46)
H (8.43, 0.86, -2.01)
H (7.84, -0.54, -2.18)
O (-4.98, 5.05, -6.06)
H (-4.84, 5.54, -5.24)
H (-4.43, 5.50, -6.70)
O (-7.60, 4.92, -1.56)
H (-6.97, 5.06, -0.85)
H (-7.20, 4.22, -2.10)
O (0.56, -2.67, 4.77)
H (0.52, -2.66, 5.74)
H (-0.26, -3.09, 4.50)
O (3.20, -3.07, -3.63)
H (3.76, -2.50, -4.16)
H (3.44, -2.85, -2.72)
O (4.99, -7.40, 7.60)
H (5.88, -7.52, 7.26)
H (4.74, -8.26, 7.95)
O (2.35, -0.39, -4.91)
H (2.52, 0.03, -4.07)
H (2.91, 0.09, -5.54)
O (-2.44, 9.45, -2.34)
H (-1.76, 9.97, -1.90)
H (-2.30, 8.56, -2.01)
O (2.38, -8.57, 7.49)
H (2.68, -7.72, 7.15)
H (1.55, -8.36, 7.94)
O (3.13, 0.65, -7.62)
H (2.99, 1.59, -7.73)
H (2.66, 0.25, -8.35)
O (4.92, -3.10, -1.42)
H (5.51, -2.95, -0.67)
H (5.35, -3.79, -1.94)
O (6.74, -1.34, 9.19)
H (6.58, -0.40, 9.07)
H (6.26, -1.76, 8.46)
O (-0.11, 2.56, 2.02)
H (-0.02, 3.43, 1.63)
H (0.68, 2.46, 2.56)
O (1.84, 6.67, -0.58)
H (2.08, 5.83, -0.19)
H (1.11, 6.46, -1.18)
O (7.20, -3.19, 2.87)
H (7.34, -2.75, 3.72)
H (7.75, -2.71, 2.25)
O (-8.31, -0.10, -4.77)
H (-8.23, 0.77, -5.17)
H (-7.49, -0.20, -4.26)

***

No. 2
Below is 32 unconnected molecules or ions with the total composition C11H86NO31 in a non-equilibrium geometry, with properties calculated with ωB97M-V/def2-TZVPD.

- E_LUMO (eV) = -2.90
- relative energy (zero: lowest compared OMol25 entry of this formula, charge and spin) (eV) = 1.550
- HOMO-LUMO gap (Ha) = 0.3357
- net charge = +1

Positions of all 129 atoms, in Å:
C (3.26, -2.21, 0.23)
C (1.77, -2.22, 0.49)
C (1.05, -1.05, -0.33)
C (-0.54, -0.97, -0.11)
N (-1.08, 0.15, 0.62)
C (-0.58, 0.33, 2.04)
C (-1.40, -0.66, 2.87)
C (-2.69, -0.89, 2.05)
C (-2.60, 0.04, 0.90)
C (-0.82, 1.45, -0.10)
C (-1.53, 1.53, -1.57)
C (-1.33, 2.94, -2.17)
H (3.52, -3.23, 0.18)
H (4.05, -1.66, 0.95)
H (3.56, -1.94, -0.93)
H (1.61, -1.91, 1.65)
H (1.16, -3.22, 0.42)
H (1.29, -1.37, -1.29)
H (1.61, -0.16, -0.02)
H (-0.76, -1.76, 0.56)
H (-0.92, -1.01, -1.02)
H (-1.16, 1.35, 2.33)
H (0.44, 0.04, 2.14)
H (-1.62, 0.00, 3.78)
H (-0.91, -1.52, 2.96)
H (-3.86, -0.70, 2.42)
H (-2.72, -1.90, 1.74)
H (-2.96, 1.03, 1.09)
H (-3.24, -0.33, 0.05)
H (0.25, 1.64, -0.14)
H (-1.26, 2.23, 0.47)
H (-2.66, 1.36, -1.28)
H (-1.16, 0.90, -2.40)
H (-0.37, 3.06, -2.39)
H (-1.76, 3.92, -1.68)
H (-1.99, 2.94, -3.07)
O (-2.30, 3.53, 3.38)
H (-2.80, 2.84, 4.02)
H (-3.20, 3.48, 3.04)
O (6.88, -2.06, 1.74)
H (7.55, -1.46, 1.55)
H (7.61, -2.85, 1.63)
O (-1.76, -0.76, -4.53)
H (-0.88, -0.25, -4.26)
H (-1.70, -0.90, -5.46)
O (-0.40, 6.04, -0.93)
H (0.29, 5.56, -0.60)
H (0.19, 6.45, -1.55)
O (-0.36, 5.12, -5.29)
H (-0.06, 5.14, -4.36)
H (-0.15, 5.96, -5.66)
O (1.61, 4.11, 0.02)
H (0.99, 4.04, 0.68)
H (1.54, 3.22, -0.53)
O (4.14, 1.05, -0.85)
H (4.14, 0.70, 0.02)
H (4.97, 1.36, -1.02)
O (-2.86, 2.21, -5.54)
H (-1.92, 2.21, -5.84)
H (-2.63, 1.61, -4.97)
O (-7.34, -0.39, 2.79)
H (-6.63, -0.27, 3.29)
H (-6.84, -0.01, 2.01)
O (-5.03, 2.28, -2.41)
H (-4.72, 2.96, -2.85)
H (-5.95, 2.19, -2.45)
O (5.95, -2.04, -2.93)
H (6.17, -1.18, -2.94)
H (4.97, -2.11, -3.06)
O (-5.38, -0.04, 4.78)
H (-4.86, 0.66, 4.93)
H (-4.91, -0.64, 5.39)
O (1.07, -0.09, -4.01)
H (1.69, -0.86, -4.14)
H (1.48, 0.28, -4.76)
O (2.14, 2.11, -2.34)
H (1.64, 1.38, -2.61)
H (2.82, 1.74, -1.82)
O (5.82, -0.13, 3.83)
H (6.49, 0.49, 3.74)
H (5.96, -0.71, 2.89)
O (2.03, 1.51, 3.56)
H (3.03, 1.65, 3.42)
H (1.87, 1.76, 4.54)
O (-3.29, 6.38, -0.42)
H (-3.21, 6.45, 0.50)
H (-2.39, 6.26, -0.70)
O (-5.35, -4.03, 2.38)
H (-6.22, -3.54, 2.47)
H (-4.89, -3.81, 1.63)
O (-0.93, -3.79, 4.87)
H (-0.17, -3.37, 5.19)
H (-0.30, -4.07, 4.22)
O (2.19, -5.74, -0.13)
H (2.57, -5.20, -0.81)
H (2.76, -6.53, 0.14)
O (3.12, -0.87, 3.65)
H (3.97, -0.52, 3.79)
H (2.48, -0.17, 3.85)
O (-3.30, -1.69, -2.39)
H (-4.16, -1.57, -2.91)
H (-2.79, -1.33, -3.11)
O (5.45, -4.56, 1.97)
H (6.10, -4.94, 2.62)
H (5.83, -3.66, 1.96)
O (-4.37, 4.31, -4.43)
H (-4.14, 3.37, -4.54)
H (-5.31, 4.59, -4.92)
O (2.89, -3.73, 3.60)
H (3.10, -2.84, 3.63)
H (3.49, -4.18, 3.03)
O (2.96, -2.32, -3.73)
H (2.98, -2.54, -4.65)
H (3.04, -3.24, -3.42)
O (-0.69, -5.61, 0.17)
H (0.11, -5.86, -0.23)
H (-1.13, -4.97, -0.45)
O (2.21, 4.49, -3.68)
H (1.93, 3.63, -3.34)
H (2.98, 4.54, -4.29)
O (-4.30, -3.26, -0.05)
H (-3.88, -2.43, -0.69)
H (-5.16, -3.38, -0.62)
O (0.32, -4.59, 2.57)
H (1.25, -4.51, 2.55)
H (-0.09, -4.76, 1.79)
O (0.25, 3.69, 2.38)
H (-0.65, 3.58, 2.59)
H (0.71, 3.31, 3.02)

***

No. 3
Below is a molecular structure, C11H8NO5Rh in a non-equilibrium geometry, with properties calculated with ωB97M-V/def2-TZVPD.

- E_LUMO (spin up / spin down) (eV) = -7.31 / -9.73
- spin multiplicity = 5
- relative energy (zero: lowest compared OMol25 entry of this formula, charge and spin) (eV) = 0.000
- HOMO-LUMO gap (spin up / spin down) (Ha) = 0.1752 / 0.2697
- net charge = +2

Positions of all 26 atoms, in Å:
O (0.23, -0.67, -4.15)
C (-0.33, 0.10, -3.53)
Rh (-1.45, 1.62, -2.43)
C (-2.08, 2.57, -0.86)
O (-2.49, 3.19, 0.02)
C (-2.51, 3.00, -3.53)
O (-3.14, 3.90, -3.91)
C (-2.88, 0.28, -2.12)
O (-3.72, -0.50, -1.94)
C (0.23, 2.69, -2.35)
O (1.18, 3.33, -2.28)
H (-1.71, 1.65, -3.99)
N (0.32, -0.36, 0.53)
C (0.93, -1.05, 1.53)
C (2.00, -0.46, 2.26)
C (2.61, -1.17, 3.29)
C (2.17, -2.46, 3.63)
C (1.11, -3.04, 2.92)
C (0.49, -2.35, 1.88)
H (0.64, 0.56, 0.25)
H (-0.45, -0.76, 0.02)
H (2.33, 0.54, 1.99)
H (3.44, -0.73, 3.84)
H (2.65, -3.01, 4.43)
H (0.78, -4.05, 3.18)
H (-0.34, -2.79, 1.31)